Density functional theory data (ωB97M-V/def2-TZVPD) for a molecular structure, C36H72O16 in a non-equilibrium geometry.

Values from the calculation:
ΔE to the lowest compared entry with this formula, charge and spin: 2824.74 kJ/mol
Molar mass: 761.0 g/mol
HOMO energy: -0.30664 Eh
Frontier orbital gap: 8.05 eV

XYZ file:
```
124
Properties=species:S:1:pos:R:3:mulliken_charge:R:1
O 1.485 -1.365 2.576 -0.803
C 1.993 -0.681 1.549 -0.542
O 1.250 -0.397 0.493 1.144
C -0.184 -0.867 0.439 -1.989
C -0.655 -0.400 -0.953 -2.325
C 3.347 -0.149 1.620 -0.488
H -0.847 -0.465 1.082 0.694
H -0.205 -1.760 0.607 1.164
H -0.409 0.346 -1.414 1.002
H -1.643 -0.699 -1.075 0.663
H -0.068 -1.091 -1.546 0.470
H 4.008 -0.600 0.930 0.129
H 3.562 -0.124 2.623 0.475
H 3.179 0.830 1.362 0.355
O 5.627 2.828 3.251 -0.683
C 5.302 1.822 2.593 0.836
O 4.283 1.741 1.594 -0.341
C 3.199 2.636 1.683 -1.960
C 2.034 1.926 1.070 0.519
C 5.989 0.494 2.795 -1.351
H 3.686 3.299 1.151 0.726
H 3.163 3.265 2.448 0.745
H 2.072 1.841 -0.037 0.236
H 1.054 2.583 1.006 0.210
H 1.732 1.123 1.604 -0.419
H 5.768 -0.030 2.003 0.380
H 5.543 0.002 3.729 0.209
H 6.943 0.636 3.221 0.498
O -5.871 3.847 -4.592 -0.561
C -5.731 2.820 -5.277 0.717
O -5.332 1.632 -4.879 -0.346
C -5.067 1.400 -3.518 -0.114
C -4.882 -0.045 -3.162 -1.647
C -6.258 2.837 -6.702 -1.058
H -5.702 1.717 -2.889 0.834
H -3.975 1.955 -3.393 0.107
H -4.328 -0.103 -2.227 0.113
H -4.376 -0.512 -3.854 0.224
H -5.712 -0.538 -3.276 0.794
H -5.606 2.494 -7.483 0.322
H -6.511 3.881 -7.064 0.337
H -7.328 2.240 -6.760 0.212
O 5.437 -0.657 4.570 -0.468
C 5.054 -1.710 4.952 0.855
O 4.927 -2.048 6.261 -0.289
C 5.005 -1.071 7.292 0.035
C 5.170 -1.857 8.557 -1.301
C 4.419 -2.813 4.210 -1.053
H 3.949 -0.719 7.494 0.092
H 5.763 -0.279 7.161 0.321
H 4.202 -2.553 8.704 0.240
H 5.116 -1.289 9.384 0.534
H 6.232 -2.356 8.648 0.260
H 3.267 -2.927 4.222 0.143
H 4.744 -3.916 4.594 0.351
H 4.863 -2.842 3.307 0.472
O -0.239 -2.357 -3.738 -0.542
C -0.835 -2.787 -4.726 0.765
O -1.736 -2.151 -5.495 -0.398
C -2.169 -0.827 -5.179 0.913
C -2.836 -0.066 -6.263 -1.584
C -0.478 -4.152 -5.173 -1.177
H -1.046 -0.191 -4.883 -0.090
H -2.726 -0.867 -4.278 -0.293
H -3.662 -0.604 -6.705 0.430
H -2.336 -0.029 -7.050 0.835
H -3.166 1.017 -5.943 0.109
H -0.058 -4.042 -6.305 0.255
H -1.350 -4.775 -5.324 0.372
H 0.197 -4.603 -4.491 0.333
O -1.129 3.584 -0.312 -0.636
C -2.107 2.949 -0.548 -0.218
O -3.306 3.328 -1.121 -0.089
C -3.495 4.733 -1.155 -0.346
C -4.990 4.886 -1.374 -1.490
C -1.998 1.401 -0.513 0.369
H -3.000 5.011 -2.070 0.288
H -3.147 5.426 -0.410 0.435
H -5.507 4.571 -0.602 0.457
H -5.333 4.819 -2.229 0.430
H -5.179 6.033 -1.432 0.366
H -3.076 0.951 -0.471 0.528
H -1.525 1.117 0.231 -0.622
H -1.574 0.808 -1.393 0.704
C 2.767 -3.664 -0.451 -0.239
C 2.129 -5.094 -0.775 0.550
O 2.709 -5.902 -1.683 -0.609
C 0.847 -5.302 0.002 -0.987
H 2.621 -3.233 0.461 0.060
H 2.297 -2.856 -1.184 0.048
H 3.864 -3.642 -0.854 0.351
H 0.149 -4.572 -0.151 0.246
H 1.182 -5.315 1.067 0.330
H 0.454 -6.368 -0.165 0.301
C -0.824 1.480 4.161 -1.060
C 0.546 1.652 4.751 0.867
O 1.302 2.714 4.591 -0.628
C 1.171 0.473 5.639 -0.945
H -0.841 1.944 3.285 0.390
H -1.586 1.955 4.939 0.354
H -1.260 0.517 3.796 0.169
H 1.186 -0.360 5.142 0.274
H 0.486 0.342 6.493 0.423
H 2.254 0.807 5.773 0.170
C 3.909 0.505 -1.960 -0.704
C 3.471 1.640 -2.857 0.576
O 3.961 2.807 -2.904 -0.633
C 2.242 1.289 -3.703 -0.344
H 4.548 1.198 -1.207 0.058
H 4.649 0.009 -2.577 0.710
H 3.081 -0.281 -1.534 0.033
H 2.052 1.961 -4.444 0.527
H 1.522 1.146 -3.080 -0.433
H 2.418 0.313 -4.285 0.320
C -5.479 -1.562 0.125 -1.291
C -4.386 -0.832 0.938 0.970
O -3.825 0.256 0.417 -0.397
C -4.201 -1.281 2.372 -1.177
H -5.619 -1.151 -0.662 0.353
H -6.495 -1.381 0.354 0.396
H -5.406 -2.734 0.095 0.308
H -5.158 -0.850 2.842 0.366
H -3.465 -0.790 3.095 0.126
H -4.181 -2.353 2.370 0.386
```


Density functional theory data (ωB97M-V/def2-TZVPD) for C22H24N2O5 in the gas phase in a non-equilibrium geometry.

Values from the calculation:
ΔE to the lowest compared entry with this formula, charge and spin: 267.03 kJ/mol
SMILES: O=C(NC1CCCCC1)[C@@H](c1ccco1)N(Cc1ccco1)C(=O)c1ccco1
Molar mass: 396.4 g/mol
HOMO energy: -0.29455 Eh
Frontier orbital gap: 8.77 eV

XYZ file:
```
53
Properties=species:S:1:pos:R:3:mulliken_charge:R:1
O -0.065 -1.686 -0.017 -0.650
C -0.589 -0.657 -0.375 0.242
N -1.905 -0.520 -0.621 0.104
H -2.265 0.383 -0.882 0.288
C -2.874 -1.563 -0.349 -0.383
C -3.551 -1.332 1.008 -0.953
C -4.457 -0.104 0.983 -0.305
C -5.504 -0.238 -0.118 -0.780
C -4.834 -0.417 -1.477 -0.567
C -3.912 -1.635 -1.470 -0.941
H -3.401 -1.724 -2.430 0.363
H -4.511 -2.535 -1.323 0.411
H -5.593 -0.544 -2.251 0.325
H -4.267 0.484 -1.725 0.300
H -6.145 0.646 -0.134 0.357
H -6.135 -1.105 0.090 0.334
H -3.860 0.797 0.817 0.109
H -4.949 0.005 1.952 0.335
H -2.781 -1.218 1.773 0.381
H -4.145 -2.214 1.255 0.444
H -2.300 -2.495 -0.309 0.390
C 0.176 0.662 -0.623 0.179
C -0.455 1.769 0.162 -0.195
C -0.785 3.046 -0.189 -0.839
C -1.372 3.634 0.959 -0.446
C -1.357 2.672 1.919 -0.617
O -0.806 1.541 1.449 -0.183
H -1.695 2.666 2.936 0.488
H -1.750 4.631 1.049 0.488
H -0.625 3.506 -1.142 0.579
N 1.596 0.552 -0.345 0.188
C 2.445 0.663 -1.398 0.882
O 2.048 0.752 -2.549 -0.687
C 3.891 0.697 -1.097 0.243
C 4.922 0.134 -1.801 -0.715
C 6.108 0.521 -1.139 -0.437
C 5.714 1.307 -0.099 -0.569
O 4.380 1.420 -0.066 -0.311
H 6.268 1.828 0.657 0.481
H 7.110 0.256 -1.404 0.483
H 4.828 -0.485 -2.669 0.538
C 2.019 0.255 1.014 -0.158
C 2.999 -0.874 1.069 -0.111
C 2.985 -2.112 0.499 -0.266
C 4.194 -2.737 0.890 -0.722
C 4.849 -1.835 1.669 -0.645
O 4.134 -0.702 1.784 -0.395
H 5.788 -1.874 2.182 0.499
H 4.525 -3.721 0.628 0.474
H 2.202 -2.517 -0.105 0.646
H 1.122 -0.016 1.576 0.508
H 2.473 1.137 1.482 0.353
H 0.113 0.896 -1.694 0.461
```


Density functional theory data (ωB97M-V/def2-TZVPD) for C6H11ClO in the gas phase in a non-equilibrium geometry.

Values from the calculation:
ΔE to the lowest compared entry with this formula, charge and spin: 345.09 kJ/mol
SMILES: C[C@]1(O)CC[C@H](Cl)C1
Molar mass: 134.6 g/mol
HOMO energy: -0.37712 Eh
Frontier orbital gap: 10.91 eV

XYZ file:
```
19
Properties=species:S:1:pos:R:3:mulliken_charge:R:1
C 1.968 0.581 -0.627 -1.065
C 0.503 0.551 -0.347 0.811
C 0.353 -0.184 1.034 -1.402
C -0.877 -0.979 1.279 -0.600
C -1.591 -0.363 0.110 -0.273
C -0.485 -0.344 -0.924 -0.636
H 2.046 1.387 -1.641 0.300
H 2.506 0.937 0.485 0.266
H 2.247 -0.382 -1.194 0.294
H 0.274 2.373 -1.065 0.394
H 0.649 0.448 1.863 0.429
H 1.280 -0.711 0.950 0.540
H -1.791 -0.924 2.180 0.302
H -0.802 -2.023 1.038 0.372
H -2.093 0.545 0.341 0.483
H -1.044 0.193 -1.792 0.256
H -0.145 -1.380 -1.046 0.301
O -0.096 1.908 -0.268 -0.538
Cl -2.903 -1.634 -0.376 -0.234
```


Density functional theory data (ωB97M-V/def2-TZVPD) for a molecular structure, C8H14CdN3O4 in a non-equilibrium geometry.

Values from the calculation:
Molar mass: 328.6 g/mol
HOMO energy (alpha / beta): -0.08376 / -0.04286 Eh
Frontier orbital gap (alpha / beta): 4.66 / 2.95 eV
Net charge: -1

XYZ file:
```
30
Properties=species:S:1:pos:R:3:mulliken_charge:R:1
C 2.160 0.922 -2.500 -1.577
Cd 0.310 -0.480 -2.510 0.552
N -1.164 -2.058 -2.494 -0.724
N 0.294 -0.118 -5.079 -1.186
H -2.001 -1.617 -2.124 0.261
H 2.247 -0.163 -2.604 0.393
H 2.603 1.124 -1.521 0.358
H 1.403 1.729 -2.632 0.272
H 2.815 1.123 -3.352 0.610
H -0.632 0.088 -5.373 0.350
H 0.633 -0.939 -5.586 0.466
H 0.907 0.665 -5.314 0.341
H -1.323 -2.500 -3.397 0.446
H -0.884 -2.741 -1.793 0.326
O -1.659 -1.437 -0.018 -0.749
C -1.057 -0.403 0.161 0.768
O -0.597 0.458 -0.715 -1.020
C -0.713 -0.004 1.610 0.359
C 0.181 1.079 1.875 -0.459
C 0.467 1.375 3.194 -0.411
C -0.221 0.677 4.202 -0.079
C -1.146 -0.350 3.945 -0.498
C -1.418 -0.672 2.632 -0.504
N 0.146 0.863 5.528 0.853
O 1.026 1.683 5.810 -0.799
O -0.417 0.169 6.399 -0.795
H 0.588 1.689 1.060 0.297
H 1.214 2.102 3.484 0.416
H -1.572 -0.873 4.781 0.430
H -2.191 -1.393 2.332 0.303
```


What did the fourth record say?
Density functional theory data (ωB97M-V/def2-TZVPD) for a molecular structure, C8H14CdN3O4 in a non-equilibrium geometry.

Values from the calculation:
Molar mass: 328.6 g/mol
HOMO energy (alpha / beta): -0.08376 / -0.04286 Eh
Frontier orbital gap (alpha / beta): 4.66 / 2.95 eV
Net charge: -1

XYZ file:
```
30
Properties=species:S:1:pos:R:3:mulliken_charge:R:1
C 2.160 0.922 -2.500 -1.577
Cd 0.310 -0.480 -2.510 0.552
N -1.164 -2.058 -2.494 -0.724
N 0.294 -0.118 -5.079 -1.186
H -2.001 -1.617 -2.124 0.261
H 2.247 -0.163 -2.604 0.393
H 2.603 1.124 -1.521 0.358
H 1.403 1.729 -2.632 0.272
H 2.815 1.123 -3.352 0.610
H -0.632 0.088 -5.373 0.350
H 0.633 -0.939 -5.586 0.466
H 0.907 0.665 -5.314 0.341
H -1.323 -2.500 -3.397 0.446
H -0.884 -2.741 -1.793 0.326
O -1.659 -1.437 -0.018 -0.749
C -1.057 -0.403 0.161 0.768
O -0.597 0.458 -0.715 -1.020
C -0.713 -0.004 1.610 0.359
C 0.181 1.079 1.875 -0.459
C 0.467 1.375 3.194 -0.411
C -0.221 0.677 4.202 -0.079
C -1.146 -0.350 3.945 -0.498
C -1.418 -0.672 2.632 -0.504
N 0.146 0.863 5.528 0.853
O 1.026 1.683 5.810 -0.799
O -0.417 0.169 6.399 -0.795
H 0.588 1.689 1.060 0.297
H 1.214 2.102 3.484 0.416
H -1.572 -0.873 4.781 0.430
H -2.191 -1.393 2.332 0.303
```